Record 1
Density functional theory data (ωB97M-V/def2-TZVPD) for C20H50FeN2O4Si2 as an isolated structure at a distorted geometry.

Each line ends with the Löwdin charge.
CARTESIAN COORDINATES (ANGSTROEM)
O -0.46 -1.21 -1.62  -0.244
O 0.88 1.21 -3.86  -0.191
C 0.19 -2.42 -1.99  -0.262
C -0.51 -3.64 -1.43  -0.067
H 1.20 -2.34 -1.56  0.112
H 0.28 -2.49 -3.08  0.110
H -0.56 -3.61 -0.34  0.071
H 0.07 -4.53 -1.72  0.080
H -1.54 -3.75 -1.81  0.081
C -1.62 -0.79 -2.34  -0.257
C -1.61 -1.05 -3.83  -0.076
H -1.67 0.29 -2.13  0.112
H -2.47 -1.30 -1.87  0.105
H -0.72 -0.64 -4.32  0.068
H -2.48 -0.55 -4.26  0.080
H -1.72 -2.11 -4.07  0.076
C 0.50 2.50 -3.42  -0.277
C 2.26 0.98 -4.12  -0.274
C -0.77 2.92 -4.13  -0.069
H 1.30 3.26 -3.56  0.122
H 0.32 2.40 -2.34  0.105
H -0.62 2.93 -5.22  0.080
H -1.08 3.93 -3.82  0.077
H -1.58 2.22 -3.91  0.065
C 2.54 0.85 -5.61  -0.073
H 2.48 0.03 -3.62  0.109
H 2.90 1.76 -3.67  0.116
H 1.89 0.10 -6.07  0.077
H 3.59 0.57 -5.79  0.076
H 2.37 1.81 -6.11  0.075
H 1.19 -0.75 0.76  0.008
Fe -0.45 -0.48 1.62  0.583
C 1.39 0.05 0.00  -0.175
Si 3.04 0.59 0.71  0.426
H 1.47 -0.39 -1.00  0.040
H 0.57 0.79 -0.02  0.035
C 4.22 -0.54 -0.17  -0.175
C 3.24 0.34 2.55  -0.163
C 3.29 2.36 0.25  -0.173
C -2.02 -1.41 1.32  -0.338
Si -3.29 -0.01 1.27  0.404
H -2.11 -2.14 2.16  0.037
H -1.88 -1.98 0.37  0.001
C -4.69 -0.59 0.17  -0.196
C -2.65 1.64 0.61  -0.182
C -3.94 0.19 3.01  -0.181
H 2.75 2.63 -0.66  0.023
H 4.37 2.45 0.09  0.033
H 2.98 3.01 1.08  0.034
H 4.05 -1.59 0.09  0.046
H 5.21 -0.23 0.16  0.031
H 4.13 -0.41 -1.26  0.027
H 2.99 -0.67 2.90  0.025
H 2.67 1.06 3.14  0.030
H 4.31 0.51 2.75  0.037
H -3.26 1.90 -0.28  0.033
H -1.59 1.63 0.30  0.005
H -2.80 2.42 1.37  0.029
H -4.92 0.68 2.97  0.031
H -3.27 0.79 3.63  0.015
H -4.06 -0.80 3.48  0.037
H -5.62 -0.10 0.47  0.025
H -4.83 -1.67 0.25  0.035
H -4.51 -0.35 -0.89  0.016
C -0.62 0.68 5.62  -0.009
C -0.19 0.06 4.35  -0.261
N -0.38 0.72 3.19  -0.068
O -0.93 2.02 3.40  -0.094
C 0.38 -1.23 4.19  -0.288
C 0.80 -2.17 5.25  -0.039
N 0.54 -1.59 2.88  -0.202
O 1.37 -2.54 2.58  -0.120
H -0.80 1.75 5.47  0.077
H 0.14 0.54 6.39  0.091
H -1.54 0.22 5.98  0.106
H -0.86 2.51 2.56  0.093
H 0.43 -3.18 5.03  0.088
H 1.89 -2.22 5.34  0.086
H 0.39 -1.85 6.21  0.072

Values from the calculation:
net charge: 0
relative energy (zero: lowest compared OMol25 entry of this formula, charge and spin): 0.0 kcal per mole
expectation value of S²: 6.109
Kohn-Sham gap (spin up / spin down): 0.2724 / 0.2709 Eh
lowest unoccupied orbital energy (spin up / spin down): 0.335 / -0.127 eV
multiplicity: 5
total energy: -82859.6734 eV


Record 2
Density functional theory data (ωB97M-V/def2-TZVPD) for a 5-piece molecular cluster, C20H50O10 overall at a distorted geometry.

Each line ends with the Löwdin charge.
CARTESIAN COORDINATES (ANGSTROEM)
C -1.68 2.84 -3.30  -0.083
O -1.28 3.51 -4.52  -0.233
C 0.09 3.92 -4.58  -0.185
C 0.53 4.70 -5.88  -0.218
O 0.52 3.87 -6.98  -0.163
C -0.81 3.62 -7.47  -0.091
H -2.59 2.26 -3.48  0.085
H -1.77 3.67 -2.59  0.083
H -0.98 2.18 -2.80  0.075
H 0.68 3.02 -4.45  0.120
H 0.21 4.60 -3.73  0.114
H 1.54 5.11 -5.75  0.123
H -0.17 5.54 -5.90  0.119
H -1.50 3.09 -6.82  0.076
H -0.58 2.91 -8.27  0.084
H -1.41 4.40 -7.95  0.086
C -1.44 -2.02 -0.76  -0.052
O -1.31 -0.70 -0.14  -0.142
C -2.42 0.02 -0.22  -0.316
C -2.56 1.21 0.69  -0.138
O -1.52 2.22 0.25  -0.183
C -1.05 2.91 1.46  -0.086
H -1.62 -2.04 -1.83  0.088
H -2.28 -2.49 -0.27  0.080
H -0.62 -2.73 -0.69  0.071
H -3.32 -0.59 -0.31  0.111
H -2.48 0.41 -1.23  0.117
H -2.41 0.89 1.72  0.102
H -3.56 1.57 0.92  0.125
H -1.89 3.27 2.06  0.076
H -0.46 3.76 1.13  0.082
H -0.35 2.31 2.04  0.071
C 2.48 -0.68 1.02  -0.073
O 2.60 0.03 2.28  -0.204
C 1.59 -0.21 3.24  -0.197
C 2.23 0.08 4.65  -0.200
O 1.32 -0.30 5.67  -0.191
C 1.20 -1.70 5.93  -0.101
H 3.44 -0.58 0.51  0.083
H 1.70 -0.24 0.40  0.083
H 2.39 -1.74 1.25  0.081
H 1.47 -1.28 3.44  0.108
H 0.72 0.41 3.06  0.116
H 2.34 1.16 4.68  0.122
H 3.18 -0.44 4.63  0.123
H 1.31 -1.66 7.02  0.086
H 2.02 -2.32 5.57  0.085
H 0.26 -2.16 5.62  0.082
C 5.02 -3.44 -4.90  -0.098
O 5.03 -4.23 -3.73  -0.195
C 5.55 -3.52 -2.70  -0.250
C 4.93 -4.23 -1.44  -0.143
O 3.82 -3.47 -0.93  -0.201
C 2.67 -3.52 -1.74  -0.108
H 4.88 -4.08 -5.77  0.089
H 5.98 -2.96 -5.10  0.092
H 4.17 -2.77 -4.77  0.089
H 5.45 -2.44 -2.78  0.130
H 6.62 -3.72 -2.62  0.116
H 5.74 -4.29 -0.72  0.117
H 4.56 -5.22 -1.71  0.121
H 2.57 -4.57 -2.00  0.087
H 2.73 -2.97 -2.68  0.083
H 1.79 -3.24 -1.17  0.072
C -5.13 -1.46 2.11  -0.137
O -4.83 -0.43 2.97  -0.206
C -4.13 -0.80 4.13  -0.164
C -3.83 0.41 5.11  -0.213
O -2.66 1.08 4.84  -0.193
C -2.66 2.50 5.12  -0.075
H -4.37 -2.24 2.07  0.085
H -5.37 -1.01 1.15  0.090
H -5.99 -1.98 2.53  0.086
H -3.20 -1.26 3.77  0.126
H -4.79 -1.45 4.70  0.119
H -3.76 -0.01 6.11  0.115
H -4.65 1.12 5.23  0.120
H -2.66 2.63 6.20  0.086
H -3.51 3.02 4.68  0.084
H -1.77 2.97 4.69  0.078

Values from the calculation:
SMILES: COCCOC.COCCOC.COCCOC.COCCOC.COCCOC
net charge: 0
relative energy (zero: lowest compared OMol25 entry of this formula, charge and spin): 140.9 kcal per mole
Kohn-Sham gap: 0.3654 Eh
lowest unoccupied orbital energy: 0.669 eV
multiplicity: 1
total energy: -42016.1635 eV


Record 3
Density functional theory data (ωB97M-V/def2-TZVPD) for a 4-piece molecular cluster, C20H51BN7O9 overall at a distorted geometry.

Each line ends with the Löwdin charge.
CARTESIAN COORDINATES (ANGSTROEM)
N -3.75 -0.85 4.48  0.207
C -3.58 -2.02 5.10  -0.363
N -4.25 -2.43 6.20  0.190
C -3.80 -3.64 6.45  -0.037
N -2.87 -4.00 5.58  -0.060
O -2.12 -5.09 5.37  0.176
B -1.73 -5.84 6.54  -0.726
O -1.01 -5.26 7.54  0.240
O -2.10 -7.15 6.58  0.232
N -2.73 -2.98 4.72  0.244
H -2.99 -0.26 4.19  0.090
H -4.70 -0.56 4.30  0.127
H -4.16 -4.25 7.26  0.161
H -1.49 -5.37 8.36  0.131
H -3.06 -7.20 6.57  0.125
H -2.11 -2.97 3.92  0.188
C -1.20 0.38 -2.38  -0.102
O 0.01 0.46 -1.65  -0.207
C 0.43 1.79 -1.35  -0.198
C 0.21 2.14 0.10  -0.199
N -1.21 2.30 0.42  -0.043
C -1.54 2.30 1.84  -0.195
C -1.09 1.13 2.71  -0.212
O -1.78 -0.10 2.48  -0.235
C -1.37 -0.80 1.31  -0.077
H -1.27 -0.64 -2.77  0.090
H -2.08 0.56 -1.75  0.073
H -1.20 1.08 -3.22  0.088
H -0.03 2.52 -2.02  0.103
H 1.51 1.82 -1.54  0.128
H 0.73 3.08 0.33  0.127
H 0.68 1.35 0.70  0.096
H -1.74 1.56 -0.03  0.065
H -2.63 2.37 1.91  0.122
H -1.14 3.22 2.28  0.122
H -1.32 1.40 3.75  0.117
H -0.01 0.97 2.68  0.115
H -0.29 -0.73 1.15  0.070
H -1.91 -0.45 0.43  0.077
H -1.62 -1.85 1.45  0.066
C 3.32 8.13 -4.58  -0.113
O 2.07 7.97 -5.23  -0.190
C 2.14 7.42 -6.53  -0.213
C 1.68 5.97 -6.57  -0.214
N 2.63 5.08 -5.92  -0.050
C 2.13 3.74 -5.62  -0.195
C 0.86 3.58 -4.79  -0.218
O 0.97 3.91 -3.42  -0.223
C 0.97 5.29 -3.12  -0.080
H 3.17 8.80 -3.73  0.090
H 3.72 7.18 -4.20  0.071
H 4.06 8.59 -5.25  0.090
H 3.14 7.53 -6.96  0.123
H 1.45 8.00 -7.15  0.123
H 1.57 5.66 -7.62  0.125
H 0.69 5.94 -6.10  0.101
H 2.95 5.50 -5.06  0.065
H 2.93 3.22 -5.09  0.122
H 1.99 3.21 -6.57  0.119
H 0.61 2.51 -4.81  0.117
H 0.00 4.09 -5.24  0.115
H 0.27 5.84 -3.76  0.092
H 1.97 5.72 -3.20  0.073
H 0.65 5.41 -2.09  0.089
C 1.61 -2.52 -1.06  -0.096
O 2.41 -3.11 -0.05  -0.177
C 2.18 -2.62 1.26  -0.210
C 1.42 -3.60 2.12  -0.196
N 0.03 -3.73 1.69  -0.057
C -0.71 -4.87 2.23  -0.204
C -0.16 -6.29 2.06  -0.225
O -0.23 -6.80 0.75  -0.169
C 0.77 -6.33 -0.15  -0.083
H 2.06 -2.77 -2.02  0.096
H 0.58 -2.91 -1.06  0.074
H 1.58 -1.43 -0.97  0.076
H 1.69 -1.64 1.23  0.104
H 3.17 -2.48 1.71  0.127
H 1.44 -3.26 3.16  0.122
H 1.95 -4.56 2.07  0.105
H -0.01 -3.78 0.68  0.072
H -1.70 -4.85 1.77  0.126
H -0.85 -4.69 3.30  0.081
H -0.80 -6.95 2.65  0.124
H 0.85 -6.41 2.46  0.119
H 1.74 -6.23 0.34  0.092
H 0.47 -5.39 -0.61  0.072
H 0.86 -7.07 -0.94  0.094

Values from the calculation:
net charge: +1
Kohn-Sham gap: 0.2544 Eh
lowest unoccupied orbital energy: -3.070 eV
multiplicity: 1
total energy: -51092.2013 eV


- Among the records above, which one has the highest net charge?
  C20H51BN7O9